{
  "formula": "C21H28N4O3",
  "method": "ωB97M-V/def2-TZVPD",
  "symbols": ["H", "H", "H", "C", "H", "C", "H", "C", "C", "N", "H", "H", "C", "H", "H", "C", "H", "H", "H", "O", "H", "H", "C", "C", "H", "O", "H", "C", "C", "N", "C", "C", "N", "C", "H", "N", "H", "C", "H", "H", "C", "C", "H", "H", "H", "C", "C", "H", "H", "H", "O", "C", "C", "H", "H", "C"],
  "positions_angstrom": [[2.39145, -6.43151, 2.88361], [3.71185, -1.11416, 6.43499], [-0.45600, 0.96072, -8.15430], [-2.63352, 1.47774, -7.15869], [-0.71523, 2.60294, -7.77895], [1.65638, -3.33239, 3.97615], [-2.56671, -0.10821, -1.39642], [-1.46247, 0.06010, -0.83547], [2.87486, -0.72351, 6.87944], [-0.14000, -1.62702, 0.67905], [-0.88165, 0.07497, 2.01602], [0.31471, 1.20899, 0.81096], [1.68334, -1.18104, 4.92963], [2.44049, -1.46722, 7.46033], [0.41218, 0.30491, 4.08224], [0.68812, 0.56396, -0.20538], [0.03228, 0.22628, -2.03810], [-1.64440, 4.64560, -3.17416], [2.73692, -2.84761, 5.60293], [2.02355, -0.34347, 5.73409], [1.33227, -1.28009, -0.51770], [-1.32315, 0.33793, -5.78287], [-1.47568, 2.38554, -5.21701], [1.79773, -5.66637, 2.99360], [-0.95317, -2.00539, -1.22728], [-1.66267, 3.70833, -5.28928], [2.10399, -5.21001, 1.84028], [2.28284, -2.35379, 4.90826], [-1.29974, 3.94167, -2.49421], [-0.68862, 2.89647, -0.49752], [-1.54875, -1.44778, -0.28175], [-0.39377, 0.88997, -1.18646], [-0.66963, 2.14256, -1.48339], [-0.81337, 4.17498, -1.15497], [1.77396, -0.99189, 1.08264], [-0.90671, 1.75668, -4.03194], [0.33537, -3.35756, 2.10864], [-0.96786, 2.61406, -2.89977], [-1.03106, 0.72965, -3.90106], [-3.02273, 0.71897, -7.57829], [-1.18462, 1.72505, -7.56361], [0.86088, -0.81044, 4.02992], [-1.70947, -1.50402, 2.17543], [-2.25874, -2.07271, 0.08715], [-3.19993, 2.34796, -7.24633], [0.42817, -1.62757, 2.99794], [1.05509, -0.64811, 0.26339], [-1.00719, 4.97570, -0.62610], [3.07705, 0.20584, 7.41260], [0.77431, -5.76553, 2.89057], [2.30063, -4.70105, 3.80234], [-1.52179, 1.17798, -6.28624], [-0.70149, -1.33897, 1.96834], [1.79453, 1.08555, -0.54223], [-2.18983, 0.68065, 0.10027], [0.64090, -2.86268, 3.12549]],
  "lumo_ev": 0.28,
  "e_above_lowest_ev": 23.160
}